[1]
2 unconnected molecules or ions with the total composition C3H9NO2S at a distorted geometry. Source: OMol25; level of theory: ωB97M-V with the def2-TZVPD basis set.

```
16
Properties=species:S:1:pos:R:3:forces:R:3:lowdin_charge:R:1
S 1.255555 2.298203 1.446357 -0.2 0.5 1.0 0.09
O -3.885072 -1.391213 -0.897890 0.7 0.7 0.8 -0.65
O -1.023505 -1.329568 -0.175040 0.0 -0.2 0.0 -0.15
N 1.537647 -0.877947 0.708707 0.3 -0.4 0.5 -0.01
C 1.640335 1.431245 -0.053893 -0.9 -1.7 -0.9 -0.78
C 0.962082 0.017392 -0.289068 -1.0 0.9 0.9 -0.48
C -0.585280 0.027756 -0.142390 0.7 -0.7 -0.1 -0.27
H 0.926993 -1.670224 0.899320 -0.1 0.1 -0.5 0.04
H 1.508567 -0.353016 1.591573 0.2 0.1 -0.3 0.02
H 1.152323 -0.288571 -1.324407 0.4 -0.3 0.1 0.11
H 2.699804 1.160428 -0.035044 0.1 0.5 -0.6 0.02
H -1.058712 0.555276 -0.978951 0.0 0.4 0.3 0.11
H -1.991997 -1.395341 -0.379333 0.0 0.0 -0.2 0.01
H -3.640945 -0.644195 -0.300882 -0.6 -0.6 -0.6 -0.17
H -0.782938 0.454374 0.844228 -0.3 0.4 -0.2 0.07
H 1.285142 2.005400 -0.913288 0.7 0.3 -0.2 0.02
```
Forces are in eV/Å.

The value obtained for the calculated total energy is -19675.5306 eV. The net charge is -2. The value obtained for the orbital gap is 5.9835 eV. The value obtained for the energy above the lowest of the compared OMol25 structures with the same formula, charge and spin is 12.3 kcal per mole. As for the spin multiplicity: 1. The calculation puts the HOMO energy at -0.020 eV.

***

[2]
2 unconnected molecules or ions with the total composition C3H9NO2S at a distorted geometry. Source: OMol25; level of theory: ωB97M-V with the def2-TZVPD basis set.

```
16
Properties=species:S:1:pos:R:3:forces:R:3:lowdin_charge:R:1
S 1.442254 2.264643 -0.304521 0.0 0.1 0.0 0.71
O -2.173998 -0.488924 0.319047 0.1 0.3 0.0 0.04
O -0.583417 -2.734059 1.594417 -0.3 0.3 -0.1 -0.06
N 0.973355 -1.039879 -0.693435 0.1 0.1 0.1 0.07
C -1.429585 -0.646418 -0.618355 0.0 -1.0 0.2 -0.22
C -0.049828 -0.024734 -0.786910 -0.7 0.1 -0.5 -0.48
C 0.167987 1.071303 0.206164 0.1 0.7 0.8 -0.54
H 0.466859 0.678714 1.171931 0.1 -0.3 0.1 0.08
H 0.933697 -1.734448 -1.425685 -0.1 -0.1 0.1 0.08
H -0.936118 -3.296673 2.288741 0.1 -0.1 0.1 0.04
H -0.758714 1.603533 0.420769 0.0 0.0 -0.3 0.07
H -0.065184 0.413769 -1.786005 0.3 -0.1 -0.2 0.13
H -1.686794 -1.451223 -1.351169 0.2 0.4 -0.1 0.13
H -1.316488 -2.131434 1.385410 0.2 -0.2 0.1 0.01
H 0.928306 -1.478732 0.220992 0.0 -0.3 -0.2 0.07
H 2.308153 2.043363 0.690951 0.0 -0.1 -0.1 -0.15
```
Forces are in eV/Å.

The value obtained for the calculated total energy is -19676.7709 eV. The value obtained for the orbital gap is 9.7710 eV. The value obtained for the energy above the lowest of the compared OMol25 structures with the same formula, charge and spin is 37.9 kcal per mole. As for the spin multiplicity: 1. The calculation puts the HOMO energy at -9.038 eV. As for the SMILES: N[C@@H](C=O)CS.O.

***

[3]
2 unconnected molecules or ions with the total composition C3H9NO2S at a distorted geometry. Source: OMol25; level of theory: ωB97M-V with the def2-TZVPD basis set.

```
16
Properties=species:S:1:pos:R:3:forces:R:3:lowdin_charge:R:1
S 2.110087 -0.542355 -0.204417 0.7 -0.8 2.0 0.90
O 1.989608 -1.740486 0.675380 -0.2 1.4 -1.1 -0.50
O 3.022740 0.595070 0.686387 -0.8 0.0 -0.2 -0.34
N -0.719792 0.123415 0.189696 -1.6 -0.6 1.1 -0.33
C -1.747133 1.090827 -0.306594 1.6 0.3 -1.7 -0.07
C 0.512820 0.429613 -0.255971 1.3 1.2 -4.6 -0.40
C -1.057632 -1.292247 0.388117 2.1 -0.3 -0.4 -0.07
H -1.279665 2.084949 -0.621136 -0.1 -1.4 0.5 0.10
H -0.363780 -1.739135 1.155976 -0.6 0.6 -0.9 0.09
H -0.920376 -1.913945 -0.545996 -0.3 0.7 0.6 0.10
H 3.976419 0.392996 0.752491 -0.7 -0.3 -0.4 0.06
H -2.027992 -1.393087 0.778716 -1.4 0.0 0.2 0.06
H 0.510202 0.216262 -1.780054 0.1 0.6 3.0 0.15
H 0.596619 1.537666 -0.155785 1.1 -1.0 -0.3 0.09
H -2.264265 0.787254 -1.281159 0.4 -0.1 1.5 0.11
H -2.337859 1.363205 0.524347 -1.4 -0.1 0.5 0.06
```
Forces are in eV/Å.

The value obtained for the calculated total energy is -19673.4591 eV. The value obtained for the orbital gap is 9.0793 eV. The value obtained for the energy above the lowest of the compared OMol25 structures with the same formula, charge and spin is 114.2 kcal per mole. As for the spin multiplicity: 1. The calculation puts the HOMO energy at -8.489 eV.

***

[4]
2 unconnected molecules or ions with the total composition C3H9NO2S at a distorted geometry. Source: OMol25; level of theory: ωB97M-V with the def2-TZVPD basis set.

```
16
Properties=species:S:1:pos:R:3:forces:R:3:lowdin_charge:R:1
S -2.026059 -0.612843 0.327476 -0.4 1.0 -0.1 0.72
O 2.314133 1.583592 0.400418 0.5 0.0 -0.7 -0.01
O 0.750980 -0.533339 2.419384 0.3 0.2 2.0 -0.08
N 0.704132 0.404461 -0.566717 0.1 -0.9 0.3 -0.01
C 1.856972 1.122572 -0.635405 -0.8 0.4 1.6 -0.35
C -1.455329 -0.427328 -1.402126 -0.3 -0.1 0.6 -0.51
C 0.063577 -0.416050 -1.596712 0.4 1.8 0.0 -0.24
H 2.286661 1.367046 -1.600276 0.0 -0.2 -0.6 0.12
H 0.389310 0.152285 -2.488512 -0.7 -0.8 -0.3 0.12
H 1.535915 -0.491389 2.997328 0.6 -0.2 -1.2 0.06
H -1.915419 0.532418 -1.616961 0.1 0.1 -0.5 0.06
H 0.423704 -1.431525 -1.656250 0.3 -0.4 0.1 0.11
H 0.507223 0.191184 0.409590 -0.2 0.0 -0.1 0.06
H -1.510913 -1.778759 0.580402 0.5 -1.1 0.2 -0.16
H 0.176250 -0.289661 3.167508 -0.9 -0.1 -0.9 0.05
H -1.976913 -1.220185 -1.940920 0.4 0.2 -0.4 0.06
```
Forces are in eV/Å.

The value obtained for the calculated total energy is -19676.9708 eV. The value obtained for the orbital gap is 9.9183 eV. The value obtained for the energy above the lowest of the compared OMol25 structures with the same formula, charge and spin is 33.3 kcal per mole. As for the spin multiplicity: 1. The calculation puts the HOMO energy at -9.278 eV. As for the SMILES: O=CNCCS.O.

***

[5]
2 unconnected molecules or ions with the total composition C3H9NO2S. Source: OMol25; level of theory: ωB97M-V with the def2-TZVPD basis set.

```
16
Properties=species:S:1:pos:R:3:forces:R:3:lowdin_charge:R:1
S 1.159930 -1.746353 1.073570 0.0 -0.2 0.1 0.73
O 0.343170 -0.094330 -3.112948 -0.1 -0.1 -0.2 0.06
O -1.948343 0.229330 2.055477 0.0 -0.4 0.0 -0.06
N 0.356363 1.339008 0.167492 0.0 0.1 -0.6 0.05
C 0.810977 0.347855 -0.777714 -0.1 -0.3 -0.2 -0.43
C 0.388455 -1.081180 -0.409124 0.3 0.3 -0.4 -0.55
C 0.244993 0.649926 -2.180020 0.3 0.1 0.6 -0.23
H -2.527575 0.011316 2.793019 0.0 0.2 0.0 0.05
H -1.686195 -0.637753 1.720397 0.0 0.0 0.0 0.02
H 1.067919 1.735486 0.753467 0.0 -0.1 0.2 0.08
H 1.901264 0.374043 -0.896238 -0.1 0.1 0.1 0.15
H 0.620450 -0.923900 1.978154 0.0 0.2 0.0 -0.17
H 0.674482 -1.752406 -1.214599 0.1 -0.1 -0.1 0.07
H -0.458536 1.033572 0.675133 0.0 0.3 0.3 0.03
H -0.695929 -1.119327 -0.392920 -0.3 -0.1 0.3 0.08
H -0.251425 1.634713 -2.233144 -0.1 0.1 -0.2 0.12
```
Forces are in eV/Å.

The value obtained for the calculated total energy is -19676.8068 eV. The value obtained for the orbital gap is 9.5637 eV. The value obtained for the energy above the lowest of the compared OMol25 structures with the same formula, charge and spin is 37.0 kcal per mole. As for the spin multiplicity: 1. The calculation puts the HOMO energy at -9.138 eV. As for the SMILES: N[C@H](C=O)CS.O.

***

[6]
2 unconnected molecules or ions with the total composition C3H9NO2S at a distorted geometry. Source: OMol25; level of theory: ωB97M-V with the def2-TZVPD basis set.

```
16
Properties=species:S:1:pos:R:3:forces:R:3:lowdin_charge:R:1
S 1.459283 -0.855673 1.561442 0.5 0.2 -0.1 0.74
O 1.364179 1.484958 -2.154831 -0.6 0.1 -0.4 0.03
O -1.080147 2.357775 0.397779 0.1 -0.8 0.3 -0.06
N -0.084350 -0.053398 -1.248895 -1.4 0.2 -0.5 0.01
C 1.107530 0.540019 -1.447049 1.2 -0.5 1.1 -0.42
C -0.499821 -1.171068 -0.397898 1.1 0.1 0.2 -0.24
C -0.267203 -1.003636 1.124821 -1.4 -0.6 -1.0 -0.57
H -0.058969 -2.105636 -0.753292 0.1 0.0 0.1 0.11
H -0.954229 -0.205065 1.410253 0.6 0.3 0.5 0.07
H -0.695069 -1.921431 1.531203 0.2 0.0 0.2 0.07
H -0.857339 0.292293 -1.802977 0.3 0.3 -0.1 0.14
H -1.573523 -1.226557 -0.541458 -0.1 -0.2 0.0 0.12
H 1.887516 0.105814 -0.794197 0.0 -0.1 -0.2 0.09
H 1.409911 -1.191345 2.851087 -0.3 0.0 0.1 -0.14
H -0.845380 3.181978 -0.019552 0.2 0.3 -0.2 0.03
H -0.312387 1.770972 0.283565 -0.4 0.5 0.0 0.01
```
Forces are in eV/Å.

The value obtained for the calculated total energy is -19677.0659 eV. The value obtained for the orbital gap is 10.1793 eV. The value obtained for the energy above the lowest of the compared OMol25 structures with the same formula, charge and spin is 31.1 kcal per mole. As for the spin multiplicity: 1. The calculation puts the HOMO energy at -9.632 eV. As for the SMILES: O=CNCCS.O.

***

[7]
2 unconnected molecules or ions with the total composition C3H9NO2S2 at a distorted geometry. Source: OMol25; level of theory: ωB97M-V with the def2-TZVPD basis set.

```
17
Properties=species:S:1:pos:R:3:forces:R:3:lowdin_charge:R:1
S 1.882037 -2.056902 -0.558410 -0.3 -0.4 0.4 0.28
S 2.410713 -0.204809 0.099886 -1.3 0.7 0.1 0.36
O -1.349624 2.083734 -1.706695 -1.0 0.0 0.4 0.06
O -2.952265 -0.640004 2.690708 -0.3 -0.3 0.3 -0.05
N -2.553977 1.251729 0.107773 0.5 -0.1 -0.6 0.17
C -0.397656 0.372171 -0.462505 -0.5 -4.6 -0.9 -0.29
C -1.494541 1.317508 -0.770335 0.1 0.5 0.1 -0.54
C 0.750750 0.860139 0.284921 3.8 1.2 -1.6 -0.43
H 0.651760 1.109574 1.347003 -0.1 0.1 -0.5 0.08
H -3.404071 1.686127 -0.189526 -0.3 0.3 0.1 0.10
H -2.614532 0.525466 0.821665 0.1 0.3 -0.4 0.07
H 1.218158 1.645287 -0.445594 -1.1 -0.4 2.2 0.10
H -0.815488 -0.577244 -0.069824 -0.1 0.6 1.0 0.11
H -3.649155 -1.303178 2.781344 0.0 0.1 -0.4 0.05
H 1.144376 -1.709357 -1.619970 0.3 0.0 -0.3 -0.21
H -0.050373 -0.175664 -1.386761 -0.2 1.7 0.2 0.10
H -2.657055 -0.562842 3.605118 0.3 0.3 -0.1 0.05
```
Forces are in eV/Å.

The value obtained for the calculated total energy is -30512.1427 eV. The value obtained for the orbital gap is 8.7547 eV. The value obtained for the energy above the lowest of the compared OMol25 structures with the same formula, charge and spin is 28.2 kcal per mole. As for the spin multiplicity: 1. The calculation puts the HOMO energy at -8.492 eV. As for the SMILES: NC(=O)CCSS.O.

***

[8]
2 unconnected molecules or ions with the total composition C3H9NO2Si at a distorted geometry. Source: OMol25; level of theory: ωB97M-V with the def2-TZVPD basis set.

```
16
Properties=species:S:1:pos:R:3:forces:R:3:lowdin_charge:R:1
Si 0.169124 -0.995189 1.033336 2.3 3.0 3.3 0.59
O 1.593768 0.378975 2.477991 -1.8 -2.1 -1.9 -0.40
O 0.114939 -2.294030 1.973944 -2.2 -0.1 -2.5 -0.06
N 0.925936 -1.037958 -0.416004 1.2 -0.5 -2.6 -0.09
C -0.941753 0.447455 -0.799640 2.9 -2.9 -2.3 -0.26
C 0.543115 0.088435 -1.323236 -1.5 -0.4 3.3 -0.19
C -0.988563 0.404925 0.675748 -0.1 1.1 0.8 -0.22
H 2.391089 -0.156613 2.374157 0.1 0.2 0.1 -0.10
H 0.689609 -2.409337 2.673177 1.8 -0.1 2.4 0.02
H 1.848554 -1.382794 -0.682158 -0.6 -0.3 0.6 0.11
H -1.491742 -0.397013 -1.276602 -0.2 0.6 0.5 0.12
H -1.125233 1.299832 -1.342575 -1.2 2.4 -0.6 0.08
H -2.032155 0.223476 0.892580 -0.2 0.4 1.0 0.08
H 0.409596 -0.193076 -2.337123 0.6 -0.3 -1.0 0.09
H -0.510763 1.377046 1.090264 -1.0 -1.8 -0.1 0.13
H 1.293138 0.826602 -1.064366 -0.2 0.8 -0.8 0.11
```
Forces are in eV/Å.

The value obtained for the calculated total energy is -16719.7890 eV. The value obtained for the orbital gap is 9.1752 eV. The value obtained for the energy above the lowest of the compared OMol25 structures with the same formula, charge and spin is 66.5 kcal per mole. As for the spin multiplicity: 1. The calculation puts the HOMO energy at -8.714 eV.

***

[9]
A single C3H9NO3 molecule at a distorted geometry. Source: OMol25; level of theory: ωB97M-V with the def2-TZVPD basis set.

```
16
Properties=species:S:1:pos:R:3:forces:R:3:lowdin_charge:R:1
O 0.107599 -0.039174 1.561695 1.9 -0.3 2.5 0.01
O 1.370336 0.499822 -0.167195 1.1 0.6 -1.8 -0.15
O -2.033064 1.015746 0.168475 1.3 0.5 -1.9 -0.07
N 1.110352 1.891963 -0.386299 -1.7 0.8 1.8 0.04
C 0.684484 -1.760849 -0.120632 -4.7 1.1 -0.7 0.02
C -1.141080 0.151538 -0.544088 1.2 -1.4 -0.2 -0.13
C 0.331869 -0.308833 0.253639 -3.9 0.4 -2.9 -0.63
H -1.972540 0.765715 1.068783 0.1 -0.4 1.6 0.05
H -0.007669 -2.378313 0.450556 0.4 -0.1 0.7 0.09
H 0.386160 2.132321 0.370782 1.3 -0.2 -1.4 0.11
H 0.635646 2.106495 -1.296552 0.5 -1.0 0.9 0.09
H 1.050383 -0.062753 1.933948 -2.0 0.2 -0.1 0.16
H -0.616261 0.636271 -1.441695 -1.8 -0.6 0.9 0.11
H -1.828473 -0.735389 -0.820815 1.8 0.9 0.1 0.13
H 1.664637 -1.909438 0.100455 2.9 -1.0 0.1 0.05
H 0.257622 -2.005123 -1.131064 1.4 0.5 0.4 0.11
```
Forces are in eV/Å.

The value obtained for the calculated total energy is -10886.2465 eV. The value obtained for the orbital gap is 10.5274 eV. The value obtained for the energy above the lowest of the compared OMol25 structures with the same formula, charge and spin is 100.0 kcal per mole. As for the spin multiplicity: 1. The calculation puts the HOMO energy at -9.801 eV. As for the SMILES: C[C@](O)(CO)ON.

***

[10]
2 unconnected molecules or ions with the total composition C3H9NO3 at a distorted geometry. Source: OMol25; level of theory: ωB97M-V with the def2-TZVPD basis set.

```
16
Properties=species:S:1:pos:R:3:forces:R:3:lowdin_charge:R:1
O 1.380230 1.314523 1.943334 -0.4 -0.1 -1.3 -0.06
O -2.169161 1.116663 0.769666 0.1 0.2 -0.2 0.05
O 0.094178 -2.833860 -1.762606 0.3 -0.9 0.6 -0.04
N -0.819159 1.471575 -0.999695 1.0 -0.3 0.2 0.17
C 1.254832 0.257386 0.964104 1.0 -0.8 1.5 -0.25
C -1.111247 0.906183 0.206780 -1.6 -0.4 0.5 -0.55
C -0.167869 -0.150830 0.711673 -0.6 -1.8 -0.2 -0.12
H 1.787114 -0.524441 1.513610 -0.2 -0.4 -0.6 0.12
H 1.209827 2.099151 1.421428 -0.1 0.7 0.4 0.07
H 1.841554 0.458978 0.067061 -0.1 0.3 -0.1 0.11
H -0.536561 -3.478427 -1.419958 0.2 -0.2 0.0 0.04
H -1.464826 2.057640 -1.492758 -0.1 0.2 0.3 0.11
H -0.586445 -0.836006 1.466830 -0.2 1.8 1.4 0.13
H -0.358272 -1.045306 0.092477 1.3 0.6 -1.5 0.11
H -0.476548 -2.196116 -2.152169 -0.6 1.0 -0.7 0.01
H 0.122354 1.382886 -1.329776 0.0 0.0 -0.4 0.09
```
Forces are in eV/Å.

The value obtained for the calculated total energy is -10888.9278 eV. The value obtained for the orbital gap is 10.2019 eV. The value obtained for the energy above the lowest of the compared OMol25 structures with the same formula, charge and spin is 38.1 kcal per mole. As for the spin multiplicity: 1. The calculation puts the HOMO energy at -9.747 eV. As for the SMILES: NC(=O)CCO.O.